1.
{
  "formula": "C4H8NO2",
  "method": "the ωB97M-V functional and the def2-TZVPD basis",
  "elements": ["C", "O", "C", "C", "C", "N", "O", "H", "H", "H", "H", "H", "H", "H", "H"],
  "xyz": [[-2.2550, -0.1058, -0.3334], [-2.4579, 1.1497, -0.7137], [-0.7707, -0.5534, -0.3773], [0.1858, 0.4709, 0.2657], [1.6317, 0.1833, -0.1145], [2.3190, -0.3922, 0.9217], [2.0967, 0.5024, -1.1956], [-2.7926, -0.9534, -0.8238], [-2.5202, -0.2300, 0.7791], [-0.5719, -1.4648, 0.2038], [-0.4610, -0.5709, -1.4295], [0.2000, 0.3219, 1.3500], [-0.2034, 1.4516, -0.0168], [3.2535, -0.5494, 0.5225], [2.3462, 0.7401, 0.9619]],
  "nbo_charge": [0.01, -0.94, -0.42, -0.52, 0.60, -0.77, -0.63, 0.07, 0.04, 0.17, 0.19, 0.19, 0.27, 0.35, 0.40],
  "total_charge": -1,
  "total_energy_ev": -9860.9690,
  "orbital_gap_ev": 5.99,
  "lumo_energy_ev": 3.6,
  "spin_multiplicity": 1
}

***

2.
{
  "formula": "C4H10N2O2",
  "method": "the ωB97M-V functional and the def2-TZVPD basis",
  "elements": ["C", "N", "O", "H", "H", "H", "H", "H", "C", "C", "C", "O", "N", "H", "H", "H", "H", "H"],
  "xyz": [[-0.7301, 1.2538, -1.4037], [0.3659, 0.8917, -2.0709], [-0.4367, 1.4373, 0.4513], [0.1802, 2.1768, 0.5304], [1.0788, 0.1581, -1.3741], [0.9155, 1.6834, -2.3920], [-1.1730, 2.2261, -1.6142], [-1.4443, 0.4649, -1.2098], [-0.2131, -1.2345, 0.8068], [0.9238, -0.2998, 0.7963], [-0.8582, -1.5370, 1.9348], [-0.5640, -1.6786, -0.4327], [1.7401, -0.2743, -0.2202], [-1.2932, -2.3046, -0.3587], [2.5735, 0.2774, -0.0428], [1.2118, 0.0518, 1.7832], [-0.5675, -1.0882, 2.8711], [-1.7094, -2.2043, 1.9452]],
  "nbo_charge": [0.13, -0.84, -0.93, 0.44, 0.43, 0.35, 0.17, 0.18, 0.25, 0.23, -0.46, -0.67, -0.73, 0.48, 0.36, 0.19, 0.21, 0.20],
  "total_energy_ev": -11381.9942,
  "orbital_gap_ev": 9.41,
  "lumo_energy_ev": 0.7,
  "spin_multiplicity": 1
}

***

3.
{
  "formula": "C18H33Cl8N6",
  "method": "the ωB97M-V functional and the def2-TZVPD basis",
  "elements": ["C", "C", "N", "C", "C", "N", "C", "C", "H", "H", "H", "H", "H", "H", "H", "H", "H", "H", "H", "C", "C", "N", "C", "C", "N", "C", "C", "H", "H", "H", "H", "H", "H", "H", "H", "H", "H", "H", "C", "C", "N", "C", "C", "N", "C", "C", "H", "H", "H", "H", "H", "H", "H", "H", "H", "H", "H", "Cl", "Cl", "Cl", "Cl", "Cl", "Cl", "Cl", "Cl"],
  "xyz": [[1.1045, -10.3555, -13.1831], [0.3753, -11.6709, -12.9184], [0.7016, -12.6747, -13.9084], [0.0288, -12.8314, -15.1028], [0.7068, -13.7378, -15.8144], [1.8107, -14.0897, -15.0709], [1.7374, -13.4779, -13.8893], [2.7491, -15.1749, -15.2811], [0.9486, -9.6114, -12.4135], [0.7809, -10.0231, -14.1750], [2.1741, -10.5354, -13.3782], [-0.6764, -11.3718, -12.9481], [0.4907, -12.1012, -11.9231], [-0.8467, -12.2306, -15.3169], [0.5616, -14.1031, -16.8127], [2.4438, -13.5306, -13.0780], [3.4820, -14.9818, -16.0721], [2.2380, -16.1061, -15.5167], [3.3390, -15.3277, -14.3812], [-3.0678, -22.9938, -10.9097], [-1.5574, -22.8918, -11.0046], [-1.0134, -21.7846, -10.2243], [-1.1615, -21.5621, -8.8795], [-0.5093, -20.4340, -8.5723], [0.0657, -19.9905, -9.7593], [-0.2622, -20.8041, -10.7294], [0.8962, -18.7935, -9.8643], [-3.4667, -21.9974, -11.2121], [-3.4434, -23.1540, -9.8912], [-3.4872, -23.7115, -11.6140], [-1.2563, -22.7697, -12.0429], [-1.0829, -23.8100, -10.6235], [-1.8377, -22.1557, -8.2914], [-0.2945, -19.8852, -7.6770], [-0.0645, -20.6699, -11.7937], [1.9123, -19.0046, -9.5376], [0.3937, -18.0290, -9.2727], [0.9125, -18.4929, -10.9067], [-0.6561, -16.9449, -12.0420], [-0.5151, -15.5368, -12.6159], [-1.2717, -14.5019, -11.9281], [-1.1759, -14.1773, -10.6115], [-2.1523, -13.2898, -10.3204], [-2.7526, -12.9764, -11.5356], [-2.2065, -13.7228, -12.4907], [-3.9879, -12.1815, -11.6713], [0.1130, -17.6332, -12.3992], [-1.6951, -17.2733, -12.1371], [-0.5806, -16.8121, -10.9552], [-0.6908, -15.6304, -13.6881], [0.5362, -15.2381, -12.4938], [-0.5169, -14.6928, -9.9362], [-2.4704, -12.7734, -9.4273], [-2.5891, -13.9526, -13.4855], [-4.2264, -11.7456, -10.7057], [-4.7302, -12.9434, -11.9329], [-3.9948, -11.3880, -12.4204], [-2.4690, -10.0424, -8.6188], [-3.5241, -20.0322, -12.7732], [0.9104, -19.7987, -13.9892], [3.0361, -16.4900, -11.9249], [-3.7821, -8.5066, -12.2175], [-2.5509, -17.4882, -8.7702], [-3.4611, -12.5053, -15.7712], [-4.4809, -15.9471, -13.6225]],
  "nbo_charge": [-0.60, -0.25, -0.29, -0.04, -0.06, -0.30, 0.27, -0.43, 0.24, 0.21, 0.17, 0.28, 0.24, 0.31, 0.23, 0.26, 0.17, 0.25, 0.28, -0.68, -0.20, -0.31, -0.10, -0.01, -0.28, 0.28, -0.43, 0.33, 0.17, 0.20, 0.25, 0.15, 0.21, 0.24, 0.32, 0.19, 0.26, 0.29, -0.63, -0.22, -0.31, -0.08, -0.03, -0.29, 0.24, -0.43, 0.24, 0.28, 0.20, 0.23, 0.19, 0.24, 0.27, 0.32, 0.23, 0.23, 0.27, -0.99, -0.95, -0.96, -0.97, -0.99, -0.97, -0.96, -0.97],
  "total_charge": -5,
  "total_energy_ev": -128314.0432,
  "orbital_gap_ev": 3.89,
  "lumo_energy_ev": 8.6,
  "spin_multiplicity": 1
}

***

4.
{
  "formula": "C2H3FIN3",
  "method": "the ωB97M-V functional and the def2-TZVPD basis",
  "elements": ["C", "C", "N", "N", "N", "F", "I", "H", "H", "H"],
  "xyz": [[-1.0228, -0.7820, -1.7482], [-0.6095, -1.2359, -0.5848], [0.4595, 1.0949, 3.0870], [1.0668, 1.3270, 2.1687], [1.4137, 1.5081, 1.0628], [0.2665, -2.2912, -0.6499], [-2.4216, 0.7523, -1.8250], [-0.5928, -1.1070, -2.6062], [-0.9222, -1.1078, 0.4472], [2.3624, 1.8416, 0.6484]],
  "nbo_charge": [-0.43, 0.22, -0.11, 0.25, -0.56, -0.35, 0.15, 0.22, 0.19, 0.42],
  "total_energy_ev": -17407.4002,
  "orbital_gap_ev": 9.66,
  "lumo_energy_ev": 0.5,
  "spin_multiplicity": 1
}

***

5.
{
  "formula": "C20H31BNO2Os",
  "method": "the ωB97M-V functional and the def2-TZVPD basis",
  "elements": ["O", "C", "C", "H", "H", "C", "H", "H", "C", "H", "H", "H", "C", "H", "H", "H", "Os", "C", "C", "C", "H", "C", "C", "H", "H", "H", "H", "C", "C", "C", "H", "C", "C", "H", "H", "H", "H", "O", "C", "C", "H", "H", "C", "H", "H", "C", "H", "H", "H", "H", "B", "C", "N", "H", "H", "H"],
  "xyz": [[1.0339, -0.1790, -4.8331], [2.4236, -0.1414, -5.2822], [2.0557, 0.2165, -6.7259], [2.9025, -1.1243, -5.1764], [2.9922, 0.6368, -4.7559], [0.5955, 0.1201, -6.1892], [2.3141, -0.5474, -7.4627], [2.3527, 1.2254, -7.0237], [-0.1888, -1.0292, -6.7906], [0.3863, -1.9613, -6.7535], [-0.4236, -0.8053, -7.8398], [-1.1301, -1.1646, -6.2448], [-0.1729, 1.4234, -6.2796], [0.3948, 2.2520, -5.8406], [-1.1343, 1.3267, -5.7614], [-0.3702, 1.6570, -7.3343], [-0.9941, -0.0965, 3.3820], [-1.1162, 1.8582, 4.3578], [0.2651, 1.6558, 4.6937], [1.0190, 1.5963, 3.4942], [0.6559, 1.6015, 5.7079], [0.1239, 1.7735, 2.4019], [-1.1969, 1.9782, 2.9219], [-2.0629, 2.2538, 2.3294], [-1.9226, 2.0079, 5.0659], [2.0940, 1.4259, 3.3984], [0.4097, 1.8598, 1.3591], [-2.6270, -1.1156, 4.2201], [-3.0607, -0.1377, 3.2876], [-2.4832, -0.4450, 2.0205], [-3.7123, 0.7017, 3.5084], [-1.7495, -1.6525, 2.1538], [-1.8087, -2.0538, 3.5078], [-1.3142, -2.9240, 3.9194], [-2.8944, -1.1535, 5.2688], [-2.6212, 0.1036, 1.0974], [-1.2274, -2.1635, 1.3495], [0.4627, -0.5830, 0.4298], [-0.0641, -0.0454, -0.8075], [1.1170, 0.2291, -1.7366], [-0.6449, 0.8616, -0.5739], [-0.7545, -0.7864, -1.2477], [2.2120, -0.7215, -1.2294], [1.4478, 1.2677, -1.5989], [0.8664, 0.0735, -2.7874], [1.8801, -0.8460, 0.2586], [3.2214, -0.3447, -1.4058], [2.1095, -1.6962, -1.7223], [2.4405, -0.0892, 0.8345], [2.1030, -1.8370, 0.6774], [-0.9480, -0.6604, 7.3919], [-0.1824, -0.9461, 6.0998], [0.3827, -1.1034, 5.0755], [-0.4582, 0.3364, 7.9018], [-0.8561, -1.6231, 8.1275], [-2.1426, -0.4657, 7.1612]],
  "mulliken_spin": [0.00, 0.00, 0.00, 0.00, 0.00, 0.00, 0.00, 0.00, 0.00, 0.00, 0.00, 0.00, 0.00, 0.00, 0.00, 0.00, 1.90, 0.03, 0.20, 0.20, 0.03, 0.13, 0.11, -0.02, -0.01, 0.03, 0.01, 0.01, 0.18, -0.01, -0.01, 0.07, 0.18, 0.03, 0.01, -0.01, 0.03, 0.00, 0.00, 0.00, 0.00, 0.00, 0.00, 0.00, 0.00, 0.01, 0.00, 0.00, 0.00, 0.00, 0.11, 0.15, 0.28, 0.23, 0.11, 0.03],
  "total_charge": 1,
  "total_energy_ev": -29955.0825,
  "orbital_gap_ev": [5.88, 3.01],
  "lumo_energy_ev": [-2.9, -8.6],
  "spin_multiplicity": 5,
  "s2": 6.03
}

***

6.
{
  "formula": "C2H3ClFI",
  "method": "the ωB97M-V functional and the def2-TZVPD basis",
  "elements": ["C", "C", "F", "Cl", "I", "H", "H", "H"],
  "xyz": [[-0.4035, -0.2525, 0.9845], [-1.4113, -0.8217, 0.3987], [-0.5384, 0.4914, -2.1728], [-1.5674, -2.2434, -0.7015], [-3.2576, 0.2934, 0.3022], [0.5155, -0.6754, 1.3186], [-0.1169, 1.1100, -2.6514], [-0.4477, 0.7102, 1.4716]],
  "nbo_charge": [-0.46, -0.13, -0.55, 0.01, 0.13, 0.23, 0.55, 0.23],
  "total_energy_ev": -25461.7376,
  "orbital_gap_ev": 9.60,
  "lumo_energy_ev": 0.3,
  "spin_multiplicity": 1
}

***

7.
{
  "formula": "C33H38CoF6N10O4S3Te",
  "method": "the ωB97M-V functional and the def2-TZVPD basis",
  "elements": ["Co", "C", "C", "C", "C", "C", "C", "C", "C", "C", "C", "N", "C", "C", "C", "C", "C", "N", "H", "H", "H", "H", "H", "H", "H", "H", "H", "H", "H", "H", "H", "H", "H", "H", "H", "F", "C", "F", "F", "S", "O", "O", "N", "S", "O", "O", "C", "F", "F", "F", "N", "N", "N", "C", "N", "N", "H", "H", "H", "Te", "C", "C", "C", "C", "C", "C", "C", "C", "C", "C", "C", "C", "H", "H", "H", "H", "H", "H", "H", "H", "H", "H", "C", "N", "C", "S", "N", "C", "H", "H", "H", "H", "H", "H", "H", "H"],
  "xyz": [[-1.1685, 0.0888, -0.4926], [0.7877, -4.2691, -1.4111], [0.8265, -2.9770, -0.5940], [1.9756, -2.0761, -0.9692], [3.2661, -2.5585, -0.7742], [4.3778, -1.8055, -1.1047], [4.1991, -0.5401, -1.6352], [2.9308, -0.0101, -1.8507], [2.8688, 1.4133, -2.3690], [3.3372, 1.5578, -3.8188], [1.8053, -0.7944, -1.5169], [0.4976, -0.2601, -1.7349], [0.2526, 0.1727, -2.9384], [-0.9423, 0.8437, -3.2063], [-1.3953, 1.5544, -4.3220], [-2.5876, 2.1475, -3.9245], [-2.8007, 1.7694, -2.5919], [-1.8193, 0.9684, -2.1544], [-0.0330, -4.9081, -1.0783], [1.7134, -4.8376, -1.3149], [0.6418, -4.0607, -2.4731], [0.9036, -3.2156, 0.4702], [-0.1131, -2.4548, -0.7214], [3.3919, -3.5474, -0.3472], [5.3743, -2.1981, -0.9464], [5.0621, 0.0733, -1.8704], [3.5240, 2.0178, -1.7421], [1.8717, 1.8357, -2.2501], [4.3637, 1.2053, -3.9314], [3.3056, 2.6035, -4.1271], [2.7232, 0.9845, -4.5161], [0.9671, 0.0013, -3.7393], [-0.8956, 1.6350, -5.2748], [-3.2338, 2.7852, -4.5051], [-3.6433, 2.0470, -1.9834], [-1.7643, 3.2768, 3.2510], [-2.9960, 2.9955, 2.8372], [-3.8339, 3.9008, 3.3302], [-3.3382, 1.7928, 3.3187], [-3.0485, 2.9887, 0.9862], [-1.8555, 2.2646, 0.6172], [-3.1642, 4.3559, 0.6102], [-4.4062, 2.2289, 0.6865], [-4.5206, 0.7238, 0.2970], [-3.2735, -0.0037, 0.3764], [-5.3687, 0.5193, -0.8397], [-5.4993, -0.0163, 1.6950], [-6.3491, 0.8566, 2.2149], [-4.6884, -0.4583, 2.6638], [-6.1862, -1.0678, 1.2361], [-5.2200, -1.4360, -3.3645], [-3.9471, -1.8091, -2.9917], [-2.9976, -2.0907, -3.8604], [-1.9545, -2.2240, -3.0611], [-2.2657, -2.0006, -1.7718], [-3.5602, -1.7750, -1.7536], [-5.7648, -2.2597, -3.5827], [-5.6046, -0.8995, -2.5926], [-0.9651, -2.4629, -3.4090], [1.3556, 2.0098, 1.2703], [3.1427, 2.9226, 0.5965], [4.3804, 2.2915, 0.6384], [5.5151, 2.9522, 0.1871], [5.4222, 4.2380, -0.3259], [4.1865, 4.8674, -0.3755], [3.0531, 4.2178, 0.0940], [2.2892, 0.7372, 2.6685], [2.1817, 1.0229, 4.0259], [2.7491, 0.1704, 4.9642], [3.4289, -0.9671, 4.5514], [3.5330, -1.2563, 3.1979], [2.9560, -0.4127, 2.2593], [4.4732, 1.2838, 1.0193], [6.4749, 2.4514, 0.2289], [6.3088, 4.7503, -0.6771], [4.1034, 5.8738, -0.7661], [2.0956, 4.7251, 0.0643], [1.6562, 1.9127, 4.3494], [2.6648, 0.3999, 6.0192], [3.8754, -1.6279, 5.2838], [4.0561, -2.1458, 2.8680], [3.0134, -0.6627, 1.2068], [-3.3837, -3.6626, 1.5018], [-2.3176, -2.7205, 1.2355], [-1.7819, -1.9164, 2.1530], [-0.6650, -0.7028, 1.7422], [-2.1073, -2.1240, 3.4391], [-1.6728, -1.2479, 4.5178], [-3.6369, -4.1588, 0.5690], [-4.2856, -3.1670, 1.8749], [-3.0643, -4.4230, 2.2176], [-2.1513, -2.4578, 0.2728], [-2.9413, -2.6622, 3.6105], [-0.6105, -1.0413, 4.4155], [-1.8447, -1.7606, 5.4618], [-2.2150, -0.3006, 4.5066]],
  "mulliken_spin": [1.09, 0.00, -0.01, 0.00, 0.00, 0.00, 0.00, 0.00, 0.00, 0.00, 0.00, -0.06, 0.01, 0.00, 0.00, 0.00, 0.00, -0.04, 0.00, 0.00, 0.00, 0.00, 0.01, 0.00, 0.00, 0.00, 0.00, 0.00, 0.00, 0.00, 0.00, -0.01, 0.00, 0.00, 0.00, 0.00, 0.00, 0.00, 0.00, 0.01, 0.00, 0.00, 0.00, 0.00, -0.02, 0.00, 0.00, 0.00, 0.00, 0.00, 0.00, 0.00, 0.00, 0.01, 0.01, 0.00, 0.00, 0.00, 0.00, 0.00, 0.00, 0.00, 0.00, 0.00, 0.00, 0.00, 0.00, 0.00, 0.00, 0.00, 0.00, 0.00, 0.00, 0.00, 0.00, 0.00, 0.00, 0.00, 0.00, 0.00, 0.00, 0.00, 0.00, 0.00, 0.01, -0.03, 0.00, 0.00, 0.00, 0.00, 0.00, 0.01, 0.00, 0.00, 0.00, 0.00],
  "total_energy_ev": -151658.1720,
  "orbital_gap_ev": [7.26, 7.82],
  "lumo_energy_ev": [-0.3, 0.2],
  "spin_multiplicity": 2,
  "s2": 1.04
}